[1]
A molecular structure, C25H25BrCaN3O5S, computed with wB97M-V/def2-TZVPD.

Output
**Frontier orbital gap**: 9.230 eV
**Energy**: -140354.5543 eV
**Highest occupied orbital energy**: -11.78 eV

Geometry as ORCA input:
```
! RIJCOSX wB97M-V def2-TZVPD def2/J DEFGRID3
* xyz 1 1
Ca 0.556 -0.540 0.589
O 1.398 3.946 5.139
C 1.154 3.235 4.037
C -0.002 3.379 3.265
C -0.147 2.583 2.150
N 0.766 1.685 1.754
C 1.850 1.583 2.512
Br 3.129 0.302 1.910
C 2.117 2.302 3.651
H 0.686 4.574 5.319
H -0.773 4.093 3.521
H -1.028 2.670 1.527
H 3.024 2.168 4.220
C -1.970 -3.536 -3.448
C -0.999 -2.965 -4.469
C 0.333 -2.500 -3.848
C 1.250 -1.920 -4.947
C 2.595 -1.439 -4.427
C 1.030 -3.710 -3.261
O 1.289 -4.701 -3.895
N 1.326 -3.649 -1.909
C 1.057 -2.587 -1.091
O 1.419 -2.652 0.112
N 0.413 -1.491 -1.527
C 0.032 -1.386 -2.846
O -0.610 -0.419 -3.206
H -2.908 -3.819 -3.926
H -2.208 -2.799 -2.676
H -1.572 -4.430 -2.962
H -1.438 -2.102 -4.970
H -0.759 -3.711 -5.228
H 0.704 -1.102 -5.415
H 1.387 -2.703 -5.694
H 2.479 -0.661 -3.668
H 3.190 -1.012 -5.234
H 3.180 -2.254 -3.994
H 1.814 -4.436 -1.499
O -1.062 -1.324 1.997
S -1.982 -2.354 1.325
C -2.801 -3.198 2.653
C -3.032 -2.559 3.865
C -3.689 -3.255 4.863
C -4.112 -4.561 4.642
C -3.868 -5.186 3.429
C -3.198 -4.504 2.422
C -3.288 -1.373 0.619
C -3.967 -1.922 -0.460
C -4.979 -1.187 -1.059
C -5.287 0.079 -0.584
C -4.593 0.617 0.492
C -3.584 -0.109 1.105
H -2.682 -1.547 4.017
H -3.874 -2.781 5.818
H -4.627 -5.097 5.427
H -4.186 -6.206 3.269
H -2.982 -4.991 1.479
H -3.702 -2.903 -0.835
H -5.515 -1.598 -1.904
H -6.071 0.654 -1.059
H -4.843 1.605 0.855
H -3.034 0.288 1.950
*
```


[2]
C4H7NO in the gas phase, computed with wB97M-V/def2-TZVPD.

Output
**Frontier orbital gap**: 9.625 eV
**Energy**: -7798.6413 eV
**Highest occupied orbital energy**: -8.82 eV
**Structure (SMILES)**: CC(=O)/C=C/N
**Energy relative to the best compared isomer or geometry (same formula, charge and spin)**: 1.003 eV

Geometry as ORCA input:
```
! RIJCOSX wB97M-V def2-TZVPD def2/J DEFGRID3
* xyz 0 1
C -1.718 0.291 -0.976
C -0.336 -0.178 -1.352
N 1.624 -0.231 1.907
C 0.763 -0.214 -0.351
C 0.615 -0.195 0.978
O -0.070 -0.475 -2.518
H 1.402 0.218 2.793
H 2.543 0.025 1.552
H 1.751 -0.285 -0.795
H -0.362 -0.175 1.453
H -1.902 0.277 0.097
H -2.455 -0.369 -1.444
H -1.855 1.312 -1.343
*
```


[3]
17 unconnected molecules or ions with the total composition H36NO16, computed with wB97M-V/def2-TZVPD.

Output
**Frontier orbital gap**: 10.182 eV
**Energy**: -34829.7173 eV
**Highest occupied orbital energy**: -13.12 eV
**Energy relative to the best compared isomer or geometry (same formula, charge and spin)**: 0.230 eV

Geometry as ORCA input:
```
! RIJCOSX wB97M-V def2-TZVPD def2/J DEFGRID3
* xyz 1 1
N 12.885 13.456 5.014
H 12.910 12.716 5.712
H 12.178 14.127 5.192
H 12.727 13.062 4.150
H 13.768 13.943 4.888
O 12.006 16.688 5.408
H 12.336 17.407 5.946
H 12.051 17.016 4.507
O 11.676 14.423 7.625
H 10.911 14.905 7.296
H 11.466 14.252 8.533
O 15.197 10.982 5.726
H 14.609 11.076 6.476
H 15.457 11.823 5.485
O 16.104 12.797 3.934
H 16.816 12.260 3.538
H 16.616 13.220 4.646
O 14.501 15.853 3.541
H 14.578 16.497 4.223
H 13.583 16.022 3.239
O 12.216 15.026 1.960
H 11.468 14.630 1.529
H 12.872 14.370 1.760
O 10.162 13.414 3.788
H 9.564 13.027 3.166
H 9.951 12.910 4.562
O 14.526 13.151 1.900
H 14.733 12.382 1.391
H 15.182 13.081 2.616
O 11.768 11.491 2.220
H 11.821 10.866 1.500
H 11.399 11.042 2.978
O 11.687 10.587 4.886
H 12.061 9.930 5.465
H 10.800 10.259 4.579
O 13.974 15.905 7.717
H 14.536 15.158 7.741
H 13.156 15.477 7.640
O 13.611 11.868 7.872
H 13.835 12.538 8.547
H 12.742 11.492 8.130
O 9.607 15.812 6.059
H 9.052 16.211 6.723
H 10.418 16.240 5.957
O 11.137 10.670 8.034
H 10.919 11.035 7.176
H 10.461 10.912 8.651
O 14.174 10.165 3.309
H 13.543 10.826 3.202
H 14.583 10.514 4.054
O 15.674 13.941 6.718
H 16.380 13.550 7.206
H 16.264 14.607 6.319
*
```